No. 1
The following is a quantum chemistry calculation of a molecular structure, C24H38IrS3Sb2, from the OMol25 dataset.

## Properties
Calculated total energy (eV): -73879.4094
Total charge: +4
Spin multiplicity: 6
Molar mass (Da): 858.51
Max |F| (Eh/bohr): 0.0158
Gap between HOMO and LUMO (spin up / spin down) (eV): 7.72 / 5.09
<S²>: 8.784

Positions of all 68 atoms, in Å:
Ir (-0.01439, 0.02149, 0.89484)
C (-0.27293, -0.46569, 3.15450)
C (-0.02358, -1.82982, 3.41558)
C (1.26586, -2.26351, 3.65989)
C (2.33132, -1.35623, 3.64899)
C (2.11482, -0.01330, 3.38704)
C (0.81387, 0.45259, 3.14818)
H (-1.28342, -0.09072, 3.29428)
H (-0.85079, -2.52252, 3.50956)
H (1.44453, -3.29895, 3.91900)
H (3.32696, -1.69688, 3.90254)
H (2.93686, 0.68833, 3.44650)
H (0.62053, 1.51629, 3.21460)
C (3.55309, -1.97300, -2.66472)
C (2.03255, -1.87942, -2.85469)
S (0.95242, -1.61857, -1.38666)
C (0.65669, -3.30703, -0.75886)
C (1.91079, -4.11004, -0.44075)
S (3.10254, -3.26383, 0.62987)
C (4.58165, -4.17769, 0.16357)
C (5.26198, -3.65174, -1.12569)
S (4.23553, -3.66495, -2.59598)
H (3.90849, -1.40011, -1.81135)
H (4.02112, -1.57349, -3.57150)
H (1.63397, -2.74216, -3.39093)
H (1.82248, -0.99826, -3.45844)
H (0.08243, -3.83927, -1.51751)
H (0.02078, -3.16912, 0.11728)
H (2.44957, -4.34351, -1.37696)
H (1.64349, -5.06815, 0.00795)
H (4.34587, -5.23763, 0.08171)
H (5.29446, -4.04465, 0.97706)
H (6.09141, -4.32804, -1.35797)
H (5.65325, -2.64619, -0.98232)
C (-0.53497, 4.03098, 1.25796)
Sb (0.39001, 2.56236, 0.02174)
C (2.12529, 3.64267, -0.59868)
C (-0.85802, 2.65557, -1.85335)
C (-2.15553, 3.24796, -1.56062)
C (-2.28828, 4.64656, -1.57107)
C (-3.47933, 5.24917, -1.25522)
C (-4.60650, 4.45565, -0.89193)
C (-4.51228, 3.08253, -0.88145)
C (-3.33016, 2.43534, -1.25870)
C (-3.35062, 0.98415, -1.45421)
Sb (-2.68840, -0.26266, 0.28104)
C (-3.37475, -2.11512, -0.52691)
C (-4.18493, 0.20124, 1.73760)
H (-0.58014, 4.96144, 0.69457)
H (0.08485, 4.18809, 2.14044)
H (-1.53624, 3.73312, 1.56355)
H (1.78377, 4.61077, -0.96337)
H (2.67035, 3.11778, -1.37871)
H (2.76595, 3.78878, 0.26994)
H (-0.88226, 1.62922, -2.20889)
H (-0.24392, 3.28168, -2.49972)
H (-1.43739, 5.25300, -1.85699)
H (-3.56545, 6.32845, -1.27793)
H (-5.54685, 4.94013, -0.65957)
H (-5.39229, 2.49273, -0.65693)
H (-2.71972, 0.63496, -2.27003)
H (-4.36528, 0.60950, -1.58188)
H (-4.45287, -2.04144, -0.66663)
H (-3.16337, -2.92000, 0.17536)
H (-2.89091, -2.31161, -1.48138)
H (-5.15217, 0.13960, 1.24000)
H (-4.04636, 1.19136, 2.16587)
H (-4.14546, -0.54816, 2.52750)

Force components x, y, z for each atom (eV/Å):
-0.09 0.25 -0.28
0.06 0.28 0.29
0.06 -0.21 -0.14
-0.08 -0.01 -0.05
0.03 0.12 -0.05
0.17 -0.16 -0.15
-0.23 -0.01 0.20
0.01 0.03 -0.07
-0.02 0.03 -0.03
0.00 0.00 -0.01
0.00 0.00 -0.01
-0.02 0.01 -0.02
-0.03 0.00 -0.04
0.04 -0.18 0.05
-0.04 0.13 0.26
-0.22 -0.14 0.35
0.19 0.11 -0.14
0.23 0.31 0.25
-0.04 -0.08 -0.13
-0.50 0.02 0.24
0.12 -0.02 -0.42
0.09 0.24 0.22
0.03 -0.06 0.04
0.06 0.04 0.03
-0.10 0.04 0.00
0.04 -0.04 -0.10
-0.06 -0.04 0.06
0.03 -0.05 0.04
-0.08 -0.09 -0.06
-0.02 -0.07 -0.12
0.08 -0.01 -0.02
0.08 -0.05 -0.04
-0.03 0.00 -0.02
-0.05 0.03 -0.01
0.05 -0.19 -0.03
-0.21 0.08 -0.31
-0.07 -0.20 0.05
0.34 -0.02 0.40
-0.03 0.13 -0.08
-0.09 0.12 -0.01
0.34 0.05 -0.07
-0.09 -0.09 0.06
0.06 -0.14 -0.01
-0.39 0.23 0.02
0.39 -0.45 0.55
-0.25 -0.02 -0.51
0.09 0.08 0.15
0.26 -0.02 -0.04
0.01 0.00 0.00
0.01 -0.03 -0.01
0.01 -0.02 -0.01
-0.04 -0.02 0.01
-0.04 -0.04 0.01
-0.02 -0.03 0.01
0.00 0.01 -0.03
-0.06 0.01 -0.05
-0.01 0.01 0.01
-0.05 -0.01 -0.01
0.00 0.00 0.01
0.00 0.00 -0.03
-0.05 0.01 -0.03
-0.02 0.03 -0.08
0.01 0.05 0.01
0.02 0.02 0.00
0.04 0.04 0.02
0.03 -0.02 -0.05
0.04 0.00 -0.03
0.02 0.00 -0.01

No. 2
The following is a quantum chemistry calculation of a molecular structure, C36H57BrN5O2SSiV in a non-equilibrium geometry, from the OMol25 dataset.

## Properties
Calculated total energy (eV): -164249.1577
Total charge: -1
Spin multiplicity: 2
Molar mass (Da): 782.89
Max |F| (Eh/bohr): 0.0675
Gap between HOMO and LUMO (spin up / spin down) (eV): 3.38 / 3.40
Energy relative to the best compared isomer or geometry (same formula, charge and spin) (kJ/mol): 0.0
<S²>: 0.778

Positions of all 104 atoms, in Å:
V (-0.15200, 0.34040, 0.04690)
C (-1.09090, -0.86860, -2.81510)
O (-0.08140, -0.37470, -1.97200)
C (1.22230, -0.58460, -2.34890)
C (1.62730, -1.03950, -3.58430)
C (2.98370, -1.21500, -3.85670)
C (3.92970, -0.91110, -2.88740)
C (3.53400, -0.46740, -1.64410)
C (2.17260, -0.31310, -1.33060)
N (1.70190, 0.02430, -0.10380)
N (2.60680, 0.23420, 0.82510)
C (2.26770, 0.37640, 2.10740)
C (0.93660, 0.20170, 2.62400)
O (-0.09330, 0.00950, 1.85810)
C (0.75350, 0.21350, 4.01990)
C (1.77460, 0.47160, 4.90090)
C (3.08310, 0.69170, 4.43630)
C (4.15370, 0.92620, 5.32160)
C (5.43780, 1.06670, 4.85980)
C (5.69060, 1.00700, 3.48810)
C (4.65990, 0.80380, 2.59740)
C (3.33990, 0.63140, 3.03880)
H (-0.94500, -1.93840, -3.01710)
H (-2.03420, -0.72610, -2.28300)
H (-1.12280, -0.32490, -3.76970)
H (0.90520, -1.27240, -4.35350)
H (3.28930, -1.58770, -4.82460)
H (4.98420, -1.03810, -3.10360)
H (4.24990, -0.24620, -0.87070)
H (-0.24590, 0.02260, 4.39230)
H (1.58180, 0.50620, 5.96610)
H (3.94330, 0.97380, 6.38270)
H (6.25440, 1.21320, 5.55570)
H (6.70410, 1.11380, 3.12550)
H (4.83980, 0.75040, 1.53330)
C (-2.84730, -2.32640, 3.42850)
N (-3.04110, -1.80390, 2.09760)
C (-2.87030, -0.46000, 1.78480)
S (-2.67740, -0.08370, 0.16080)
N (-3.13070, 0.48240, 2.76280)
C (-2.60950, 1.82380, 2.60990)
H (-3.01800, -3.40040, 3.38630)
H (-3.57800, -1.90400, 4.12030)
H (-1.83870, -2.14780, 3.82160)
H (-2.57170, -2.35990, 1.39170)
H (-3.00200, 0.12090, 3.69940)
H (-2.57780, 2.05490, 1.54380)
H (-1.59050, 1.91070, 3.00850)
H (-3.27110, 2.52180, 3.13200)
C (0.45300, 3.71960, 1.28860)
C (-0.06910, 3.33660, -0.11160)
C (0.97480, 3.77200, -1.16390)
C (-1.40090, 4.06260, -0.40780)
N (-0.24620, 1.94820, -0.14830)
H (0.59930, 4.79380, 1.39010)
H (1.39670, 3.20200, 1.45460)
H (-0.25760, 3.37730, 2.03580)
H (1.09450, 4.85470, -1.14980)
H (0.65390, 3.45680, -2.15470)
H (1.92730, 3.29760, -0.93830)
H (-1.24640, 5.13890, -0.46750)
H (-2.12490, 3.85150, 0.37500)
H (-1.80550, 3.70450, -1.35300)
C (-2.41750, -4.82070, -1.42940)
C (-1.81190, -5.75990, -0.38210)
C (-1.93740, -7.20200, -0.88310)
C (-2.69440, -5.63780, 0.86200)
Si (0.05990, -5.30710, 0.00830)
Br (-0.03980, -2.93800, 0.13840)
C (0.70390, -5.77130, 1.79920)
C (2.19990, -5.47340, 1.93280)
C (0.48190, -7.25960, 2.09310)
C (0.00770, -4.95030, 2.88850)
C (1.33370, -5.62560, -1.44320)
C (1.87730, -7.05720, -1.38110)
C (0.67230, -5.43320, -2.80910)
C (2.51070, -4.64660, -1.39190)
H (-3.45000, -5.10850, -1.62800)
H (-1.87600, -4.85350, -2.36850)
H (-2.42730, -3.79440, -1.07360)
H (-2.98260, -7.43690, -1.08880)
H (-1.57330, -7.90710, -0.13970)
H (-1.37890, -7.36170, -1.80050)
H (-3.72790, -5.86940, 0.60020)
H (-2.67700, -4.62540, 1.25370)
H (-2.38730, -6.32590, 1.64570)
H (2.79670, -6.08230, 1.25870)
H (2.53430, -5.69030, 2.94880)
H (2.39960, -4.42270, 1.73510)
H (0.95920, -7.88820, 1.34420)
H (-0.57740, -7.50590, 2.11850)
H (0.90270, -7.52010, 3.06540)
H (0.17840, -3.88740, 2.73680)
H (0.41220, -5.22070, 3.86500)
H (-1.06160, -5.13210, 2.91320)
H (1.07120, -7.78590, -1.44020)
H (2.42850, -7.23260, -0.46110)
H (2.55960, -7.23950, -2.21230)
H (-0.14670, -6.13170, -2.96190)
H (1.40240, -5.60020, -3.60230)
H (0.29830, -4.41750, -2.91470)
H (3.06080, -4.71720, -0.45980)
H (2.17530, -3.61940, -1.51190)
H (3.20460, -4.85650, -2.20710)

Force components x, y, z for each atom (eV/Å):
-0.73 0.48 -0.45
-0.64 -0.13 -0.29
-0.22 -0.06 0.33
1.33 -0.13 -0.39
-0.43 0.02 0.12
0.36 -0.10 -0.25
-0.22 -0.12 -0.23
0.19 0.05 0.18
-0.36 -0.03 0.31
-1.40 -1.05 -1.78
2.63 0.86 1.85
-0.76 -0.60 -0.92
2.35 0.48 2.51
-2.13 -0.79 -0.96
0.08 0.17 -1.02
0.18 0.05 0.76
-0.43 -0.12 -0.18
0.48 0.05 0.01
-0.31 0.00 0.53
0.04 -0.05 -0.66
0.29 -0.01 0.10
-0.13 0.08 0.45
0.04 0.15 0.10
0.17 -0.07 -0.18
0.11 -0.03 0.23
-0.10 0.00 -0.04
-0.02 0.01 -0.07
0.01 0.01 0.00
0.01 0.01 0.12
-0.22 0.00 0.03
0.00 -0.04 0.08
-0.01 -0.01 0.10
0.04 0.05 0.05
0.08 0.03 -0.06
0.03 0.02 -0.04
0.01 0.01 0.52
0.91 1.50 -0.27
-1.35 -0.49 1.24
-0.30 0.03 -0.47
1.06 -1.88 -0.84
0.06 0.67 -0.09
0.00 -0.01 0.08
-0.04 -0.05 0.00
-0.05 0.04 -0.10
-0.20 0.06 -0.16
-0.14 -0.05 -0.03
0.00 0.06 0.21
-0.20 -0.16 -0.10
0.08 -0.04 -0.11
-0.09 -0.18 -0.36
0.39 1.28 0.03
-0.23 -0.21 0.28
0.34 -0.35 0.07
-0.60 0.17 -0.33
0.02 0.15 -0.01
0.06 0.00 0.12
-0.03 0.03 0.16
0.07 0.13 -0.03
-0.02 -0.02 -0.13
0.10 -0.05 -0.03
0.01 0.12 0.01
-0.13 0.01 0.08
-0.05 0.01 -0.10
0.24 0.06 0.01
0.21 -0.11 0.07
0.29 0.06 0.03
0.25 -0.01 0.05
-0.01 1.36 0.09
0.07 -1.21 -0.03
-0.08 -0.13 -0.17
-0.05 0.07 -0.29
-0.12 0.08 -0.26
-0.11 0.09 -0.21
-0.13 -0.07 0.09
-0.20 0.05 0.25
-0.23 0.02 0.17
-0.13 0.12 0.24
-0.15 -0.15 0.01
0.03 0.06 -0.17
0.02 0.15 -0.03
-0.13 -0.01 0.01
0.04 -0.20 0.10
0.07 -0.08 -0.15
-0.11 -0.04 -0.08
0.02 0.17 0.15
-0.02 -0.04 0.14
0.13 -0.01 -0.07
-0.07 -0.02 0.12
0.13 0.12 -0.02
0.06 -0.17 -0.08
-0.14 -0.10 0.00
0.07 0.03 0.10
-0.02 0.10 0.08
0.09 -0.08 0.07
-0.20 0.03 0.05
-0.08 -0.22 -0.02
0.09 -0.10 0.10
0.04 0.04 -0.12
-0.12 -0.05 -0.12
0.14 -0.01 -0.02
-0.07 0.14 -0.08
0.13 0.07 0.09
0.05 0.15 0.01
0.02 -0.13 -0.11

No. 3
The following is a quantum chemistry calculation of a molecular structure, C4H5NO2 in a non-equilibrium geometry, from the OMol25 dataset.

## Properties
Calculated total energy (eV): -9809.2346
Spin multiplicity: 1
Molar mass (Da): 99.09
Max |F| (Eh/bohr): 0.0805
Gap between HOMO and LUMO (eV): 10.29
Energy relative to the best compared isomer or geometry (same formula, charge and spin) (kJ/mol): 490.2

Positions of all 12 atoms, in Å:
O (0.57842, 2.42898, 0.34350)
C (-0.17700, 1.53011, -0.43186)
C (0.11372, 0.08696, -0.09027)
N (1.30242, -0.27123, 0.31788)
O (1.38536, -1.52483, 0.69229)
C (-0.26763, -2.15403, 0.39251)
C (-0.78953, -1.04194, -0.06213)
H (1.47920, 2.08092, 0.38909)
H (-1.23219, 1.73402, -0.22131)
H (-0.01839, 1.70352, -1.50740)
H (-0.85556, -2.97306, 0.86529)
H (-1.51882, -1.59942, -0.68757)

Force components x, y, z for each atom (eV/Å):
0.24 -0.09 -0.04
-0.22 -0.23 -0.20
0.39 -0.19 -0.14
-1.14 -0.09 -0.09
-2.80 -1.63 0.25
3.46 1.23 1.92
-0.42 -1.17 -1.33
-0.08 0.10 0.06
0.17 -0.06 -0.05
-0.01 -0.04 0.12
1.57 0.08 -0.51
-1.17 2.09 0.01

No. 4
The following is a quantum chemistry calculation of a molecular structure, C38H40AlN6 in a non-equilibrium geometry, from the OMol25 dataset.

## Properties
Calculated total energy (eV): -55589.0469
Total charge: -1
Spin multiplicity: 1
Molar mass (Da): 607.76
Max |F| (Eh/bohr): 0.0983
Gap between HOMO and LUMO (spin up / spin down) (eV): 4.34 / 4.35
Energy relative to the best compared isomer or geometry (same formula, charge and spin) (kJ/mol): 126.5

Positions of all 85 atoms, in Å:
Al (0.37758, -0.45800, -0.86555)
N (1.01452, -3.16717, 2.81336)
N (0.27107, -2.94543, -2.49508)
C (1.08755, 1.63057, -0.94266)
C (2.27406, 0.84858, -0.58270)
C (2.26075, 0.67896, 0.84775)
C (3.14943, -0.22138, 1.61566)
H (4.02825, -0.51191, 1.03252)
H (2.59709, -1.17275, 1.88309)
H (3.46036, 0.23422, 2.55583)
C (1.09750, 1.31918, 1.36392)
C (0.74222, 1.32004, 2.79476)
H (1.56753, 1.72728, 3.40047)
H (0.52816, 0.31324, 3.18173)
H (-0.14179, 1.94257, 2.96871)
C (0.32372, 1.82814, 0.28728)
C (-0.92713, 2.61284, 0.38598)
H (-1.80912, 2.00832, 0.65848)
H (-1.15467, 3.13069, -0.55906)
H (-0.80152, 3.38014, 1.16391)
C (3.45654, 0.64197, -1.46760)
H (4.16231, 1.47996, -1.33077)
H (3.17855, 0.61292, -2.53290)
H (3.99003, -0.28677, -1.21932)
C (0.98627, 2.49612, -2.17474)
H (-0.06566, 2.73835, -2.39555)
H (1.37956, 1.96797, -3.05904)
H (1.54733, 3.45122, -2.07245)
C (0.40054, -4.17885, 3.42635)
H (0.81931, -4.50578, 4.38689)
C (-0.75541, -4.80013, 2.88939)
H (-1.21895, -5.59199, 3.46434)
C (-1.23019, -4.36012, 1.64628)
H (-2.04817, -4.90818, 1.17144)
C (-0.58172, -3.29672, 1.03035)
H (-0.72853, -3.03430, -0.00839)
C (0.46451, -2.62614, 1.71336)
C (1.07144, -1.39418, 1.12358)
H (1.71833, -1.98120, 0.29122)
C (0.12934, -1.60928, -2.55140)
C (0.65154, -3.48733, -3.64762)
H (1.03286, -4.50572, -3.63827)
C (0.38803, -2.54119, -4.59990)
H (0.47663, -2.66039, -5.66654)
N (0.04072, -1.37248, -3.95116)
C (-0.14006, -0.11901, -4.55322)
C (0.83058, 0.27227, -5.48784)
C (0.62031, 1.44185, -6.26251)
H (1.34444, 1.70329, -7.03148)
C (-0.50769, 2.23314, -6.06629)
C (-0.74049, 3.39928, -6.94043)
H (-1.28934, 4.16494, -6.41634)
H (-1.31815, 3.12596, -7.81581)
H (0.19893, 3.80222, -7.28909)
C (-1.42315, 1.90007, -5.06249)
H (-2.30077, 2.52446, -4.91618)
C (-1.23302, 0.73201, -4.27057)
C (-2.20645, 0.41077, -3.15658)
H (-2.50719, -0.65473, -3.19569)
H (-3.10844, 1.04705, -3.24205)
H (-1.80317, 0.60464, -2.13097)
C (2.11872, -0.49466, -5.59516)
H (1.95009, -1.55413, -5.85648)
H (2.70476, -0.47039, -4.64911)
H (2.75271, -0.07743, -6.39054)
N (0.42236, 1.61209, 9.81579)
C (-0.10721, 1.25161, 8.82644)
C (-0.74906, 0.83134, 7.61214)
C (-1.86818, 1.53210, 7.14360)
C (-2.44642, 1.18994, 5.92015)
C (-1.91502, 0.11682, 5.19299)
C (-0.86022, -0.65611, 5.69609)
C (-0.27336, -0.28976, 6.91537)
N (-2.35871, -0.07501, 3.86982)
C (-1.94589, -1.08749, 3.00353)
C (-2.37077, -0.72816, 1.73882)
N (-2.97870, 0.50931, 1.79806)
C (-3.03017, 0.85641, 3.08174)
H (-2.27232, 2.36586, 7.71805)
H (-3.31036, 1.73370, 5.53916)
H (-0.48510, -1.52384, 5.14952)
H (0.56754, -0.86284, 7.30568)
H (-1.41467, -1.96002, 3.33378)
H (-2.25741, -1.27911, 0.81636)
H (-3.49966, 1.72573, 3.51578)

Force components x, y, z for each atom (eV/Å):
0.68 -0.75 2.47
-0.12 0.64 0.95
1.72 1.21 4.20
-0.20 -0.87 0.39
-0.67 0.50 1.21
-0.42 0.74 -1.26
1.46 0.32 0.56
0.16 0.16 0.10
0.54 1.18 -0.15
0.29 0.24 0.12
0.29 0.15 -1.51
-0.26 0.11 0.67
-0.18 -0.08 -0.11
0.09 0.02 -0.24
0.03 -0.01 0.09
1.82 -0.28 0.15
-0.71 0.40 0.09
0.40 0.28 -0.13
0.07 -0.11 0.26
-0.18 -0.04 -0.15
0.36 -0.01 -0.22
-0.07 -0.27 -0.17
0.09 -0.05 0.28
-0.12 0.22 -0.14
-0.19 -0.12 -0.24
0.37 0.02 0.00
-0.11 0.26 0.22
-0.24 -0.47 0.08
-1.20 -0.38 -0.90
-0.04 -0.04 -0.42
0.88 0.63 0.90
-0.13 -0.06 -0.17
0.40 -0.06 -0.04
0.20 0.26 0.00
-0.38 -1.09 0.70
-0.41 0.08 0.11
-0.12 -0.04 -1.89
-2.25 -3.17 -3.23
-0.26 1.10 1.37
-0.97 -1.62 -2.09
-1.36 0.49 -0.73
-0.38 0.23 -0.58
0.31 -0.54 -0.69
-0.32 0.34 -0.01
0.53 -0.16 1.16
0.04 1.08 -0.92
-0.19 1.02 -0.45
-0.07 -1.07 0.88
-0.03 0.03 0.18
-0.06 -0.78 0.51
-0.10 0.33 -0.30
-0.16 0.41 0.13
-0.19 -0.09 -0.26
0.26 0.27 -0.11
0.89 -1.23 0.36
0.12 -0.09 0.17
-0.16 0.34 -0.29
-0.41 -0.03 0.22
0.15 0.53 0.12
0.39 -0.35 -0.04
-0.10 -0.13 -0.77
0.66 -0.35 -0.49
0.39 0.77 0.20
-0.49 -0.05 -0.48
-0.15 0.07 0.25
-1.47 -1.00 -2.70
1.41 0.95 2.67
-0.17 -0.26 -0.09
-0.18 0.01 -0.51
0.31 -0.24 0.72
0.17 0.35 -0.41
0.10 0.19 0.71
-0.38 -0.03 -0.55
-0.30 -0.30 -0.78
-0.55 0.39 -0.74
0.34 0.34 1.50
-1.10 0.12 1.40
1.00 -1.09 -1.08
0.18 -0.22 -0.14
0.35 -0.11 0.21
-0.02 0.42 0.11
-0.22 0.20 -0.11
0.01 -0.03 0.06
0.10 0.18 0.18
0.19 0.05 -0.33